No. 1
{
  "formula": "C39H50F5KN7O3P",
  "method": "ωB97M-V/def2-TZVPD",
  "species": ["K", "O", "C", "N", "C", "O", "C", "C", "C", "C", "C", "N", "C", "C", "C", "C", "C", "N", "H", "H", "H", "H", "H", "H", "H", "H", "N", "C", "C", "N", "C", "C", "N", "C", "C", "N", "H", "H", "H", "H", "H", "H", "C", "C", "C", "C", "C", "C", "P", "C", "C", "C", "C", "C", "C", "C", "C", "C", "C", "C", "C", "H", "H", "H", "H", "H", "H", "H", "H", "H", "H", "H", "H", "H", "H", "H", "H", "H", "H", "H", "H", "H", "H", "H", "H", "H", "H", "H", "H", "H", "H", "H", "H", "H", "C", "O", "H", "H", "H", "F", "C", "F", "C", "F", "F", "F"],
  "positions_angstrom": [[-0.448, 1.467, 1.422], [-1.859, 5.915, 2.413], [-1.861, 4.686, 2.311], [-1.806, 3.913, 1.217], [-2.204, 4.404, 0.034], [-3.128, 5.183, -0.208], [-1.408, 3.896, -1.175], [-1.754, 4.363, -2.443], [-0.958, 4.031, -3.523], [0.168, 3.249, -3.307], [0.421, 2.813, -2.014], [-0.349, 3.114, -0.978], [-1.843, 3.917, 3.626], [-2.802, 4.243, 4.589], [-2.767, 3.581, 5.799], [-1.776, 2.629, 6.014], [-0.877, 2.373, 4.994], [-0.901, 3.007, 3.823], [-2.630, 4.991, -2.531], [-1.202, 4.384, -4.519], [0.832, 2.973, -4.116], [1.282, 2.185, -1.796], [-3.538, 5.001, 4.364], [-3.506, 3.791, 6.565], [-1.721, 2.066, 6.937], [-0.115, 1.609, 5.101], [3.978, 2.871, 2.582], [3.695, 4.156, 2.194], [2.448, 4.106, 1.641], [1.972, 2.827, 1.663], [2.916, 2.107, 2.226], [2.824, 0.689, 2.561], [1.728, -0.028, 2.440], [2.030, -1.240, 3.007], [3.317, -1.234, 3.470], [3.808, 0.037, 3.240], [4.868, 2.521, 2.894], [4.392, 4.963, 2.338], [1.853, 4.912, 1.242], [1.281, -2.014, 3.068], [3.913, -1.996, 3.941], [4.780, 0.219, 3.013], [-1.089, -1.376, -5.751], [-0.466, -0.146, -5.105], [0.111, -0.506, -3.730], [-0.715, -1.581, -2.993], [-2.173, -1.482, -3.451], [-2.312, -1.825, -4.940], [-0.564, -1.343, -1.142], [1.125, -1.948, -0.690], [1.598, -3.300, -1.262], [2.607, -3.103, -2.391], [3.884, -2.422, -1.874], [3.591, -1.461, -0.716], [2.197, -0.857, -0.870], [-1.655, -2.700, -0.451], [-1.781, -4.042, -1.219], [-3.223, -4.536, -1.320], [-3.893, -4.547, 0.051], [-3.831, -3.159, 0.723], [-3.039, -2.145, -0.095], [-0.341, -2.176, -5.770], [-1.369, -1.184, -6.790], [-1.227, 0.632, -4.997], [0.319, 0.276, -5.738], [0.160, 0.396, -3.114], [1.142, -0.858, -3.852], [-0.335, -2.574, -3.277], [-2.526, -0.464, -3.259], [-2.814, -2.142, -2.870], [-3.213, -1.346, -5.335], [-2.455, -2.904, -5.056], [1.001, -2.059, 0.396], [0.756, -3.902, -1.604], [2.082, -3.877, -0.465], [2.145, -2.489, -3.174], [2.845, -4.064, -2.857], [4.367, -1.882, -2.693], [4.597, -3.185, -1.547], [4.345, -0.679, -0.615], [3.627, -1.995, 0.242], [2.115, -0.370, -1.848], [2.044, -0.078, -0.119], [-1.165, -2.897, 0.509], [-1.203, -4.808, -0.693], [-1.353, -3.981, -2.227], [-3.235, -5.537, -1.764], [-3.795, -3.894, -1.997], [-3.392, -5.292, 0.678], [-4.930, -4.880, -0.050], [-3.357, -3.226, 1.704], [-4.836, -2.775, 0.900], [-2.917, -1.234, 0.484], [-3.590, -1.867, -0.999], [6.506, 1.122, 1.630], [5.536, 0.409, 1.062], [7.549, 0.746, 1.474], [6.474, 1.194, 2.783], [6.554, 2.207, 1.332], [-1.962, -1.258, 4.587], [-1.779, -0.433, 3.452], [-1.501, -1.400, 2.423], [-3.201, -0.002, 3.127], [-4.151, -0.987, 2.970], [-3.683, 0.803, 4.095], [-3.258, 0.714, 1.966]],
  "multiplicity": 1,
  "charge": -2,
  "orbital_gap_ev": 6.1,
  "de_lowest_kj_mol": 0.00,
  "fmax_ev_per_a": 0.70,
  "total_energy_ev": -97031.9561,
  "e_lumo_ev": 3.94
}



No. 2
{
  "formula": "C39H50IN8O3",
  "method": "ωB97M-V/def2-TZVPD",
  "species": ["O", "C", "C", "C", "C", "C", "C", "C", "I", "C", "N", "C", "C", "C", "O", "O", "H", "H", "H", "H", "H", "H", "H", "H", "H", "H", "H", "H", "H", "H", "H", "N", "C", "C", "C", "C", "H", "H", "H", "H", "H", "N", "C", "C", "C", "C", "H", "H", "H", "H", "H", "N", "C", "C", "C", "C", "H", "H", "H", "H", "H", "N", "C", "C", "C", "C", "H", "H", "H", "H", "H", "N", "C", "C", "C", "C", "H", "H", "H", "H", "H", "N", "C", "C", "C", "C", "H", "H", "H", "H", "H", "N", "C", "C", "C", "C", "H", "H", "H", "H", "H"],
  "positions_angstrom": [[-2.615, 1.021, 0.618], [-1.780, 1.633, 0.054], [-1.342, 1.283, -1.367], [-0.053, 0.521, -1.497], [1.204, 1.159, -1.500], [1.370, 2.623, -1.254], [1.550, 2.911, 0.250], [2.918, 2.517, 0.783], [2.760, 2.122, 2.888], [2.340, 0.406, -1.766], [2.270, -0.918, -1.976], [1.096, -1.550, -1.927], [-0.085, -0.868, -1.707], [-1.385, -1.647, -1.750], [-2.099, -1.591, -0.526], [-1.194, -1.630, 0.559], [-1.322, 2.512, 0.523], [-1.332, 2.190, -1.969], [-2.139, 0.663, -1.760], [0.498, 3.171, -1.599], [2.209, 3.020, -1.821], [1.329, 3.945, 0.491], [0.825, 2.305, 0.778], [3.282, 1.589, 0.361], [3.677, 3.277, 0.656], [3.312, 0.867, -1.814], [3.124, -1.424, -2.165], [1.069, -2.618, -2.074], [-1.144, -2.685, -1.985], [-2.016, -1.220, -2.522], [-1.348, -2.504, 0.952], [2.303, 3.771, -4.882], [2.495, 5.055, -4.432], [2.605, 5.866, -5.526], [2.477, 5.047, -6.682], [2.293, 3.760, -6.257], [2.190, 2.962, -4.302], [2.534, 5.278, -3.379], [2.758, 6.932, -5.505], [2.515, 5.369, -7.708], [2.155, 2.844, -6.806], [-1.320, -2.965, 5.273], [-0.904, -2.088, 4.314], [0.390, -1.731, 4.608], [0.763, -2.426, 5.791], [-0.314, -3.180, 6.173], [-2.232, -3.381, 5.318], [-1.562, -1.784, 3.518], [0.995, -1.041, 4.040], [1.708, -2.375, 6.305], [-0.449, -3.843, 7.009], [1.893, -3.600, 2.363], [2.801, -4.587, 2.608], [3.371, -4.954, 1.416], [2.777, -4.154, 0.407], [1.870, -3.327, 1.025], [1.326, -3.136, 3.065], [2.967, -4.947, 3.609], [4.123, -5.713, 1.283], [2.992, -4.187, -0.650], [1.217, -2.572, 0.624], [-4.342, 0.170, 2.943], [-4.313, 1.254, 3.774], [-5.296, 1.093, 4.714], [-5.944, -0.141, 4.440], [-5.332, -0.686, 3.342], [-3.731, 0.029, 2.161], [-3.597, 2.045, 3.627], [-5.526, 1.781, 5.509], [-6.766, -0.575, 4.984], [-5.519, -1.604, 2.811], [3.817, -4.654, 7.488], [4.142, -4.612, 8.818], [3.106, -5.161, 9.521], [2.115, -5.553, 8.580], [2.583, -5.228, 7.336], [4.394, -4.315, 6.742], [5.080, -4.197, 9.146], [3.062, -5.272, 10.591], [1.169, -6.022, 8.795], [2.147, -5.355, 6.360], [-1.727, -0.442, -5.162], [-2.108, 0.757, -5.715], [-2.966, 0.483, -6.743], [-3.110, -0.931, -6.816], [-2.335, -1.475, -5.831], [-1.090, -0.542, -4.397], [-1.740, 1.695, -5.331], [-3.440, 1.214, -7.375], [-3.715, -1.482, -7.515], [-2.164, -2.501, -5.549], [-0.779, 4.460, -5.150], [-1.727, 4.532, -6.129], [-2.886, 4.999, -5.563], [-2.623, 5.221, -4.185], [-1.313, 4.883, -3.963], [0.168, 4.143, -5.276], [-1.499, 4.249, -7.142], [-3.815, 5.168, -6.079], [-3.313, 5.596, -3.447], [-0.715, 4.916, -3.067]],
  "multiplicity": 1,
  "charge": 1,
  "orbital_gap_ev": 5.0,
  "fmax_ev_per_a": 1.30,
  "total_energy_ev": -67406.9271,
  "e_lumo_ev": -4.70
}